# 1
{"formula": "CH2N4O", "method": "ωB97M-V with the def2-TZVPD basis set", "symbols": ["C", "H", "H", "N", "N", "N", "N", "O"], "coordinates": [[-0.80206, -0.04187, -0.00808], [1.95527, 1.30482, 0.20412], [-0.19053, 2.23691, -0.00346], [0.10617, -1.12336, -0.10941], [1.26885, -0.77021, 0.16219], [1.27056, 0.49789, -0.15090], [0.03842, 0.97347, 0.04246], [-1.96755, -0.04188, 0.02968]], "mulliken_charge": [0.441, 0.303, 0.388, -0.188, -0.227, 0.075, -0.253, -0.538], "multiplicity": 1, "max_force_ev_per_a": 8.33, "gap_ev": 9.29, "lumo_energy_ev": -0.22, "energy_ev": -9072.911, "de_lowest_kj_mol": 326.8}

=====

# 2
{"formula": "C4H6CaFO4", "method": "ωB97M-V with the def2-TZVPD basis set", "symbols": ["O", "C", "C", "O", "C", "O", "O", "C", "H", "F", "H", "H", "H", "H", "H", "Ca"], "coordinates": [[1.83458, -0.75630, -1.92191], [2.35615, -1.07720, -0.88232], [1.66612, -0.98246, 0.45657], [0.26746, -1.19581, 0.36539], [-0.55452, -0.18331, 0.34065], [-1.53230, -0.36137, 1.16388], [-0.42270, 0.82648, -0.35100], [-2.49873, 0.69216, 1.31135], [1.90295, -0.01164, 0.91916], [-0.51006, 1.60426, -3.73166], [3.41356, -1.40519, -0.82767], [2.05036, -1.76911, 1.11726], [-3.18159, 0.34902, 2.09080], [-1.99635, 1.61785, 1.61166], [-3.03021, 0.83283, 0.36379], [0.23526, 1.81978, -2.02594]], "mulliken_charge": [-0.476, 0.037, -0.385, -0.260, 0.906, -0.277, -0.725, -0.655, 0.336, -0.741, 0.390, 0.344, 0.227, 0.309, 0.311, 1.660], "multiplicity": 1, "max_force_ev_per_a": 1.82, "gap_ev": 10.41, "lumo_energy_ev": -4.30, "charge": 1, "energy_ev": -33586.924, "de_lowest_kj_mol": 36.9}

=====

# 3
{"formula": "C28H52ClN3O10S5", "method": "ωB97M-V with the def2-TZVPD basis set", "symbols": ["C", "C", "C", "Cl", "C", "C", "N", "C", "S", "C", "N", "O", "C", "C", "N", "C", "C", "C", "O", "H", "H", "H", "H", "H", "H", "H", "H", "H", "H", "H", "H", "H", "H", "H", "H", "H", "H", "H", "H", "O", "S", "O", "C", "C", "C", "C", "H", "H", "H", "H", "H", "H", "H", "H", "O", "S", "O", "C", "C", "C", "C", "H", "H", "H", "H", "H", "H", "H", "H", "O", "S", "O", "C", "C", "C", "C", "H", "H", "H", "H", "H", "H", "H", "H", "O", "S", "O", "C", "C", "C", "C", "H", "H", "H", "H", "H", "H", "H", "H"], "coordinates": [[-1.31935, 0.27942, 0.07262], [-1.12648, -1.03602, 0.83843], [-0.06608, -0.88321, 1.92720], [-0.81755, -0.16363, 3.40805], [0.67831, -2.17665, 2.34577], [0.05284, -3.41172, 1.86884], [-0.39057, -4.37744, 1.44638], [2.17771, -2.13264, 1.89651], [3.12734, -3.51508, 2.68020], [2.24939, -2.26851, 0.42600], [2.29379, -2.32136, -0.71540], [2.72117, -0.89332, 2.17822], [2.97165, -0.56155, 3.54004], [2.86354, 0.97059, 3.68665], [1.93563, 1.56139, 2.73258], [2.44225, 2.71196, 1.98990], [3.17873, 2.26557, 0.72880], [3.99066, 3.41120, 0.11655], [2.21198, 1.79139, -0.22030], [-2.00057, 0.14548, -0.76798], [-0.36085, 0.61344, -0.33989], [-1.68139, 1.07235, 0.72954], [-2.07615, -1.32166, 1.29717], [-0.82140, -1.81135, 0.13143], [0.66886, -0.13489, 1.62444], [0.68655, -2.23216, 3.43764], [3.02660, -4.37151, 1.65649], [2.26528, -1.05535, 4.21736], [3.97800, -0.90763, 3.79948], [2.56316, 1.19219, 4.71701], [3.85828, 1.40473, 3.55189], [1.06939, 1.79919, 3.19561], [1.59976, 3.33799, 1.68312], [3.10459, 3.35006, 2.59548], [3.83205, 1.42948, 1.00803], [3.83895, 3.41301, -0.96188], [3.66913, 4.38106, 0.50153], [5.05804, 3.29463, 0.31591], [2.28371, 0.83561, -0.27985], [4.46842, 5.95023, -1.57241], [4.08372, 6.96459, -2.51762], [3.60233, 8.23953, -2.04112], [5.40630, 7.20688, -3.69985], [5.10268, 6.20155, -4.80550], [3.58956, 6.28678, -5.04900], [2.90501, 6.25481, -3.67810], [6.35421, 7.04572, -3.19189], [5.33884, 8.23467, -4.05593], [5.67172, 6.42218, -5.70731], [5.37244, 5.19616, -4.47560], [3.35407, 7.22285, -5.55915], [3.23542, 5.47178, -5.67815], [1.99295, 6.84491, -3.63723], [2.70460, 5.24001, -3.33884], [-0.72573, 8.10779, 2.10782], [0.65265, 8.05625, 1.68683], [1.37025, 6.80703, 1.71819], [0.79383, 8.81767, 0.07357], [1.03522, 10.29201, 0.37193], [2.05255, 10.32176, 1.52081], [1.57634, 9.31982, 2.57883], [-0.11698, 8.61520, -0.48536], [1.65521, 8.37098, -0.42494], [1.40595, 10.81474, -0.50850], [0.10281, 10.76911, 0.68252], [3.03233, 10.02342, 1.14358], [2.15167, 11.31919, 1.94721], [2.39087, 8.83000, 3.10634], [0.88810, 9.76862, 3.29259], [-1.17228, -9.97956, -1.72197], [-2.33652, -9.16343, -1.47312], [-3.61765, -9.54504, -2.02189], [-2.47194, -8.89213, 0.28919], [-1.64978, -7.62999, 0.53295], [-2.01501, -6.66567, -0.60174], [-1.96414, -7.45990, -1.91222], [-2.10062, -9.77811, 0.79957], [-3.52577, -8.73859, 0.51716], [-1.86432, -7.19974, 1.50946], [-0.58323, -7.86495, 0.49730], [-3.02506, -6.28764, -0.44530], [-1.33896, -5.81395, -0.63228], [-2.69956, -7.13019, -2.64201], [-0.96973, -7.46095, -2.35561], [-5.88158, -8.65036, 0.82800], [-6.25490, -7.90783, -0.35205], [-5.34187, -6.93894, -0.90814], [-6.79998, -9.04913, -1.61285], [-8.29503, -9.19733, -1.34946], [-8.81787, -7.78182, -1.06388], [-7.85304, -7.13031, -0.06545], [-6.22017, -9.96334, -1.51700], [-6.59789, -8.58291, -2.57644], [-8.80172, -9.65169, -2.19955], [-8.45705, -9.83866, -0.48035], [-8.83185, -7.20630, -1.99147], [-9.83340, -7.79532, -0.67062], [-7.73852, -6.05939, -0.21127], [-8.12484, -7.33815, 0.96775]], "mulliken_charge": [-1.212, -0.543, 1.821, -0.224, -0.434, -0.423, -0.404, 0.919, -0.220, -0.329, -0.536, -0.281, -0.505, -0.979, 0.189, -1.508, 1.193, -1.348, -0.644, 0.426, 0.237, 0.291, 0.385, 0.336, -1.042, 0.820, 0.218, 0.377, 0.405, 0.363, 0.362, 0.280, 0.480, 0.319, 0.160, 0.240, 0.222, 0.328, 0.266, -0.554, 1.058, -0.697, -0.763, -0.569, -0.627, -0.626, 0.399, 0.357, 0.355, 0.297, 0.302, 0.324, 0.355, 0.364, -0.691, 1.089, -0.577, -0.221, -0.684, -0.600, -0.669, 0.447, -0.074, 0.357, 0.338, 0.278, 0.333, 0.357, 0.334, -0.688, 1.087, -0.595, -0.279, -0.710, -0.307, -0.758, 0.462, 0.010, 0.353, 0.331, 0.177, 0.263, 0.341, 0.401, -0.742, 1.280, -0.700, -0.677, -0.679, -0.574, -0.802, 0.407, 0.395, 0.367, 0.312, 0.293, 0.324, 0.340, 0.370], "multiplicity": 1, "max_force_ev_per_a": 0.60, "gap_ev": 9.39, "lumo_energy_ev": 0.47, "energy_ev": -121520.968}

=====

# 4
{"formula": "C5H9NS2", "method": "ωB97M-V with the def2-TZVPD basis set", "symbols": ["C", "C", "C", "C", "C", "H", "H", "H", "H", "H", "H", "H", "H", "H", "N", "S", "S"], "coordinates": [[-0.36838, 0.84839, 1.40189], [-1.11278, 1.27840, 0.18125], [-0.25875, -1.16544, -0.93446], [1.14070, -0.95691, -1.35905], [1.75492, 0.16604, -1.67944], [-1.34980, -0.92735, 1.69760], [-0.68967, -0.24270, 3.02817], [-0.14048, 1.69785, 2.06176], [0.60235, 0.45780, 1.00867], [-0.66504, -1.99015, -1.52499], [-0.28533, -1.48545, 0.10572], [1.68658, -1.90306, -1.20950], [1.18338, 1.05781, -1.88688], [2.80256, 0.25041, -1.91955], [-1.18087, -0.03446, 2.16016], [-1.71313, 2.75687, 0.01345], [-1.40626, 0.19196, -1.14480]], "mulliken_charge": [-0.435, 0.153, -0.459, -0.174, -0.683, 0.246, 0.246, 0.405, 0.230, 0.394, 0.194, 0.262, 0.240, 0.273, -0.589, -0.251, -0.052], "multiplicity": 1, "max_force_ev_per_a": 1.81, "gap_ev": 8.42, "lumo_energy_ev": -0.02, "energy_ev": -28490.031, "de_lowest_kj_mol": 154.9}

=====

# 5
{"formula": "C3H8NO4P", "method": "ωB97M-V with the def2-TZVPD basis set", "symbols": ["C", "C", "O", "N", "P", "O", "C", "O", "O", "H", "H", "H", "H", "H", "H", "H", "H"], "coordinates": [[-0.12364, 1.75718, 1.66419], [-0.12427, 1.84097, 0.00518], [-0.67285, 0.57208, -0.49758], [0.27778, -0.37342, -0.64307], [0.13499, -1.60070, 0.69189], [1.35534, -2.61884, 0.65480], [-0.18186, -1.17384, -1.87800], [-1.44062, -0.95653, -2.31423], [0.67453, -2.18224, -2.54157], [-1.02130, 1.01855, 1.93357], [0.87384, 1.18810, 1.94753], [-0.23922, 2.79822, 2.18831], [-0.89479, 2.69709, -0.29215], [0.94132, 2.11696, -0.39348], [0.10088, -1.00561, 2.00318], [-1.10719, -2.34499, 0.48037], [1.44706, -1.73297, -3.00895]], "mulliken_charge": [-0.877, -0.141, -0.188, -0.027, 0.382, -0.634, 0.410, -0.441, -0.407, 0.203, 0.224, 0.322, 0.258, 0.313, 0.120, 0.135, 0.349], "multiplicity": 1, "max_force_ev_per_a": 9.15, "gap_ev": 10.06, "lumo_energy_ev": -0.18, "energy_ev": -22204.514, "de_lowest_kj_mol": 597.2}